A cluster of 7 separate species, C40H73ClO10 in total at a distorted geometry, computed with ωB97M-V/def2-TZVPD.

Computed properties:
SMILES: COCCCCCCCCC1=C(C[C@H](C)Cl)C(=O)OC1=O.C1CCOC1.C1CCOC1.C1CCOC1.C1CCOC1.C1CCOC1.C1CCOC1
Electronic energy (hartree): -2780.37091

Last column: Mulliken charge in e.
CARTESIAN COORDINATES (ANGSTROEM)
C: 7.782127 -3.381432 0.278602  -0.83
O: 6.593028 -2.620161 0.143245  -0.22
C: 6.929394 -1.378922 -0.475624  -0.63
C: 5.846496 -0.294314 -0.307431  -0.85
C: 4.631269 -0.711095 0.549994  -0.84
C: 3.349748 -1.023882 -0.296459  -0.11
C: 2.254418 0.006657 0.026835  -0.80
C: 1.137646 0.095188 -1.034707  -0.11
C: -0.039139 -0.844617 -0.797735  -0.19
C: -0.771227 -0.541445 0.553565  -1.06
C: -2.210982 -0.309316 0.316455  0.28
C: -3.204265 -1.157638 0.122595  0.46
C: -3.038940 -2.657285 0.145142  -0.72
C: -4.209230 -3.468705 -0.409964  0.11
C: -4.638313 -3.079256 -1.835981  -1.27
Cl: -5.595700 -3.545537 0.741952  -0.19
C: -4.443083 -0.329364 -0.106384  0.18
O: -5.563997 -0.557311 -0.015520  -0.43
O: -3.983254 0.950081 -0.474221  -0.41
C: -2.825663 1.073058 0.250059  0.60
O: -2.420116 2.024381 0.764269  -0.60
H: 7.547747 -4.419327 0.512350  0.21
H: 8.347796 -3.302544 -0.656896  0.36
H: 8.406945 -3.002248 1.098409  0.31
H: 7.894563 -1.035484 -0.079105  0.39
H: 7.104640 -1.584977 -1.543390  0.29
H: 5.495291 -0.025579 -1.305005  0.33
H: 6.293125 0.588000 0.150962  0.41
H: 4.363511 0.167305 1.146923  0.53
H: 4.833164 -1.505425 1.265569  0.57
H: 2.997822 -2.009454 0.055397  -0.26
H: 3.607511 -1.071387 -1.355696  0.53
H: 2.742027 0.987186 0.072379  0.51
H: 1.855321 -0.213910 1.022008  0.29
H: 0.839362 1.137687 -1.133385  -0.59
H: 1.589578 -0.162242 -1.999240  0.55
H: 0.343542 -1.869418 -0.792026  -0.25
H: -0.727582 -0.732785 -1.640985  0.66
H: -0.337142 0.388058 0.923089  0.51
H: -0.569830 -1.376712 1.222575  0.42
H: -2.955600 -2.930947 1.204873  0.33
H: -2.086141 -2.951456 -0.296378  0.11
H: -3.857340 -4.497047 -0.471686  0.43
H: -4.165003 -3.758797 -2.545410  0.34
H: -4.440242 -2.039751 -2.088816  0.33
H: -5.707241 -3.277217 -1.920653  0.39
C: -2.228908 6.784693 1.090524  -0.22
C: -1.909337 5.296895 1.141129  -0.23
C: -0.576513 5.241980 0.411134  0.02
O: 0.080111 6.490434 0.659807  -0.51
C: -0.849596 7.406000 1.247718  -0.49
H: -2.930538 7.109795 1.857982  -0.16
H: -2.647250 7.042484 0.113806  0.35
H: -1.782120 4.978392 2.178964  0.22
H: -2.669637 4.665862 0.684224  0.23
H: -0.719910 5.145895 -0.666603  -0.21
H: 0.056852 4.421425 0.753772  0.31
H: -0.586888 7.526239 2.304612  0.26
H: -0.764168 8.376596 0.756948  0.32
C: -7.075109 3.152988 2.069036  -0.73
C: -6.264958 1.867089 2.091273  -0.07
C: -5.200823 2.188390 3.127128  -0.04
O: -5.792687 3.099274 4.063994  -0.42
C: -7.037157 3.572006 3.530428  -0.42
H: -8.088180 3.027217 1.688734  0.38
H: -6.569169 3.901114 1.452555  0.29
H: -6.889765 1.040344 2.438894  0.21
H: -5.848596 1.594651 1.126773  0.06
H: -4.338950 2.686561 2.669923  -0.07
H: -4.848420 1.301276 3.657016  0.28
H: -7.846745 3.103447 4.100403  0.28
H: -7.102039 4.654238 3.657200  0.24
C: 1.819960 -5.785949 -2.340153  -0.75
C: 3.091650 -6.113565 -1.574761  -0.18
C: 3.497163 -4.748742 -1.041840  -0.48
O: 2.284539 -4.006857 -0.842285  -0.36
C: 1.201320 -4.705545 -1.466857  -0.33
H: 1.161955 -6.641365 -2.487873  0.38
H: 2.072219 -5.376274 -3.321525  0.31
H: 2.862196 -6.786554 -0.744116  0.16
H: 3.864063 -6.578919 -2.185784  0.15
H: 4.111240 -4.203669 -1.766351  0.26
H: 4.045297 -4.809522 -0.100943  0.27
H: 0.578916 -5.141823 -0.676618  0.19
H: 0.594274 -3.999745 -2.037886  0.28
C: 0.831285 4.553217 -3.424747  -0.66
C: 0.723236 3.878842 -4.786470  -0.57
C: 0.801564 2.406068 -4.412611  -0.57
O: 0.226802 2.285388 -3.107415  -0.30
C: 0.057322 3.589100 -2.540954  0.15
H: 0.430647 5.565768 -3.401125  0.35
H: 1.877149 4.593128 -3.110519  0.33
H: -0.248476 4.100348 -5.235085  0.25
H: 1.498877 4.180104 -5.489494  0.35
H: 1.841260 2.064101 -4.359757  0.30
H: 0.260558 1.763826 -5.109091  0.30
H: -1.013923 3.821081 -2.541680  0.26
H: 0.410737 3.584887 -1.511298  -0.10
C: 6.155656 -10.507043 -1.675749  -0.53
C: 6.687732 -10.115491 -3.045633  -0.55
C: 5.410205 -9.751240 -3.782360  -0.38
O: 4.496493 -9.242497 -2.802393  -0.39
C: 5.011040 -9.523081 -1.492807  -0.37
H: 6.898944 -10.444944 -0.881882  0.33
H: 5.770392 -11.529337 -1.703508  0.27
H: 7.333000 -9.237735 -2.957028  0.26
H: 7.253000 -10.904171 -3.540476  0.34
H: 4.954343 -10.632748 -4.245356  0.25
H: 5.569573 -8.997331 -4.554460  0.27
H: 5.364006 -8.580883 -1.058647  0.22
H: 4.212696 -9.917741 -0.863127  0.30
C: -3.855640 7.909619 4.305635  -0.49
C: -4.549146 6.556115 4.375629  -0.03
C: -4.891203 6.454867 5.852448  -0.44
O: -5.102245 7.795135 6.314915  -0.42
C: -4.651510 8.717836 5.319578  -0.55
H: -3.858103 8.356187 3.311420  0.37
H: -2.817033 7.812868 4.633744  0.23
H: -5.465530 6.576891 3.779522  0.07
H: -3.934317 5.728114 4.024847  0.24
H: -4.061899 6.024905 6.423629  0.31
H: -5.784954 5.858845 6.038413  0.18
H: -5.532680 9.176150 4.856820  0.28
H: -4.060194 9.503486 5.792141  0.31

Atoms 1-3, force components in eV/Å:
-0.09 0.19 -0.01
0.34 0.13 0.15
0.05 -0.11 -0.23